[1]
Formula: C6H10O
Source: the OMol25 dataset
Level of theory: the ωB97M-V functional and the def2-TZVPD basis

The geometry in XYZ format:
```
17
Properties=species:S:1:pos:R:3:forces:R:3:lowdin_charge:R:1
C -2.43389 -0.77856 -1.38360 0.2 -1.1 -0.3 -0.103
C -1.24614 -0.70128 -0.48321 0.0 0.6 0.0 -0.192
C -1.12794 -0.00473 0.64832 0.0 0.8 -0.2 -0.116
C 0.19317 0.33179 1.20396 0.5 -1.4 -0.3 -0.076
C 1.26747 0.58949 0.43534 0.3 0.9 0.5 -0.381
C 2.68367 0.47371 0.95844 -1.0 0.8 -0.2 -0.023
O 1.22779 1.19098 -0.80182 -0.1 -1.2 -0.2 0.031
H -2.74749 -1.82409 -1.48602 -0.2 0.1 0.1 0.073
H -2.07630 -0.55158 -2.39042 -0.2 0.4 -0.1 0.073
H -3.29500 -0.17096 -1.12766 0.1 0.2 0.2 0.073
H -0.34708 -1.16372 -0.88718 0.0 -0.1 0.0 0.112
H -2.02385 0.41440 1.10001 0.0 0.1 0.0 0.104
H 0.45507 0.05693 2.22161 -0.3 -0.1 0.0 0.105
H 2.83373 1.31273 1.63723 0.5 0.0 -0.1 0.088
H 2.79629 -0.44751 1.48467 0.1 -0.6 0.5 0.068
H 3.37372 0.46518 0.12911 0.3 0.3 -0.1 0.077
H 0.46679 0.80722 -1.25878 -0.1 0.5 0.0 0.085
```
Positions in Å, forces in eV/Å.

Values from the calculation:
* E_tot: -8430.1322 eV
* E_HOMO: -0.3024 Ha
* frontier orbital gap: 9.20 eV
* LUMO energy: 0.967 eV
* charge: 0
* SMILES: C/C=C/C=C(/C)O
* energy above the lowest of the compared OMol25 structures with the same formula, charge and spin: 106.9 kJ/mol



[2]
Formula: C6H10O
Source: the OMol25 dataset
Level of theory: the ωB97M-V functional and the def2-TZVPD basis

The geometry in XYZ format:
```
17
Properties=species:S:1:pos:R:3:forces:R:3:lowdin_charge:R:1
O 0.19749 -0.77301 1.67601 0.5 -0.1 -0.3 0.022
C 1.18767 -0.98654 1.01507 -0.2 0.1 0.2 -0.247
C 1.67824 -0.10950 -0.10744 -0.1 0.0 0.0 -0.175
C 0.80781 1.11114 -0.37841 0.0 0.0 0.0 -0.211
C -0.50319 0.83378 -1.06642 -0.1 -0.1 0.0 -0.192
C -1.01762 -0.35891 -1.35295 0.1 0.1 0.0 -0.037
C -2.46317 -0.57145 1.19134 0.0 0.2 0.3 0.164
H 1.82204 -1.87190 1.23416 -0.1 0.1 0.0 0.126
H 2.70045 0.19407 0.16200 -0.1 -0.1 0.0 0.121
H 1.78945 -0.73459 -1.00494 0.0 0.0 0.1 0.123
H 1.37819 1.82624 -0.98523 -0.1 -0.1 0.1 0.112
H 0.60432 1.61802 0.57458 0.0 0.0 -0.1 0.118
H -1.07355 1.72418 -1.33423 0.1 -0.1 0.0 0.100
H -1.98285 -0.45461 -1.83937 0.1 0.0 0.1 0.060
H -0.51765 -1.29361 -1.11006 -0.1 0.2 0.0 0.060
H -2.50575 0.53805 1.09162 0.0 -0.2 0.0 -0.066
H -2.10187 -0.69138 2.23430 -0.1 0.0 -0.2 -0.076
```
Positions in Å, forces in eV/Å.

Values from the calculation:
* E_tot: -8425.9611 eV
* E_HOMO (spin up / spin down): -0.3203 / -0.3227 Ha
* frontier orbital gap (spin up / spin down): 8.52 / 8.58 eV
* LUMO energy (spin up / spin down): -0.195 / -0.198 eV
* charge: 0
* energy above the lowest of the compared OMol25 structures with the same formula, charge and spin: 509.4 kJ/mol



[3]
Formula: C6H10O
Source: the OMol25 dataset
Level of theory: the ωB97M-V functional and the def2-TZVPD basis

The geometry in XYZ format:
```
17
Properties=species:S:1:pos:R:3:forces:R:3:lowdin_charge:R:1
C -0.83765 -1.66693 1.63906 -0.1 -0.1 0.1 -0.066
C -0.11876 -0.58298 0.87823 0.0 0.0 -0.1 -0.352
C -0.73822 0.22985 0.00653 0.0 -0.1 0.0 -0.081
C -0.09355 1.22962 -0.92406 0.1 0.2 0.0 -0.258
C 0.52504 0.55759 -2.15558 0.0 -0.1 -0.1 -0.101
C 1.35289 -0.59910 1.03408 -0.1 0.3 0.1 -0.043
O 1.80468 0.53433 1.51660 -0.1 -0.2 -0.1 0.021
H -0.72414 -1.53096 2.72077 0.0 0.0 -0.1 0.081
H -0.42284 -2.65002 1.39355 0.0 0.1 0.0 0.082
H -1.90787 -1.66814 1.41195 0.2 0.0 0.0 0.078
H -1.80341 0.06425 -0.15687 0.1 0.0 0.1 0.109
H 0.67940 1.81723 -0.41895 -0.1 -0.1 -0.1 0.093
H -0.84932 1.95493 -1.24362 0.0 -0.1 0.1 0.104
H 0.91379 1.30141 -2.85905 0.0 -0.1 0.1 0.071
H 1.34782 -0.10024 -1.85445 -0.1 0.1 0.0 0.071
H -0.20595 -0.06237 -2.68875 0.1 0.1 0.1 0.076
H 1.07811 1.17152 1.70055 0.1 -0.1 0.0 0.116
```
Positions in Å, forces in eV/Å.

Values from the calculation:
* E_tot: -8428.5387 eV
* E_HOMO: -0.3100 Ha
* frontier orbital gap: 9.08 eV
* LUMO energy: 0.648 eV
* charge: 0
* energy above the lowest of the compared OMol25 structures with the same formula, charge and spin: 260.7 kJ/mol



[4]
Formula: C6H10O
Source: the OMol25 dataset
Level of theory: the ωB97M-V functional and the def2-TZVPD basis

The geometry in XYZ format:
```
17
Properties=species:S:1:pos:R:3:forces:R:3:lowdin_charge:R:1
C 0.47633 1.94487 -0.53801 0.0 0.0 0.0 -0.077
C 0.16770 0.63446 -1.22925 0.0 0.1 -0.1 -0.302
C 1.07113 -0.52672 -0.92047 0.2 -0.1 0.0 -0.084
C -0.35779 -0.54975 -0.45950 -0.1 -0.1 0.0 -0.269
C -0.78404 -0.42784 0.98251 0.1 0.0 0.0 -0.136
C -0.85156 -1.75666 1.69155 0.1 -0.3 -0.1 -0.259
O -0.52181 -2.80884 1.20046 -0.2 0.4 0.2 0.056
H 1.24392 2.48317 -1.10391 -0.1 0.0 0.1 0.078
H 0.88257 1.77126 0.46477 -0.1 0.1 -0.2 0.068
H -0.39817 2.59743 -0.44068 0.1 -0.1 0.0 0.077
H -0.17920 0.73672 -2.25662 0.1 -0.1 0.2 0.131
H 1.33460 -1.20664 -1.72537 0.0 0.1 0.2 0.103
H 1.85918 -0.36932 -0.18812 -0.1 0.0 -0.1 0.111
H -0.94200 -1.28321 -1.00617 -0.2 0.3 0.0 0.138
H -1.77638 0.04399 1.06986 0.1 -0.1 0.0 0.129
H -0.11296 0.21543 1.56775 -0.1 -0.1 -0.1 0.117
H -1.24325 -1.71833 2.73229 0.1 0.0 -0.1 0.119
```
Positions in Å, forces in eV/Å.

Values from the calculation:
* E_tot: -8430.5112 eV
* E_HOMO: -0.3568 Ha
* frontier orbital gap: 10.76 eV
* LUMO energy: 1.049 eV
* charge: 0
* SMILES: C[C@H]1C[C@H]1CC=O
* energy above the lowest of the compared OMol25 structures with the same formula, charge and spin: 70.4 kJ/mol



[5]
Formula: C6H10O
Source: the OMol25 dataset
Level of theory: the ωB97M-V functional and the def2-TZVPD basis

The geometry in XYZ format:
```
17
Properties=species:S:1:pos:R:3:forces:R:3:lowdin_charge:R:1
C 1.20469 -0.53609 -1.56644 0.0 0.0 0.0 -0.043
C 0.17607 -0.50069 -0.48042 -0.1 -0.1 0.0 -0.257
C -1.02285 -1.07257 -0.46080 0.1 0.1 0.0 -0.018
C -1.69733 -0.81820 0.85559 -0.2 -0.2 -0.1 -0.192
O -0.73766 -0.11362 1.62899 0.0 0.0 0.1 -0.099
C 0.39498 0.22089 0.83203 0.2 0.1 -0.1 -0.354
C 0.49385 1.73826 0.70139 0.0 0.1 0.0 -0.032
H 1.39335 0.46155 -1.98143 0.0 -0.1 0.1 0.080
H 2.16185 -0.91086 -1.18253 -0.1 0.1 0.0 0.084
H 0.88829 -1.18983 -2.38479 0.0 0.1 0.1 0.079
H -1.47193 -1.65165 -1.26228 0.1 0.1 0.1 0.115
H -1.97040 -1.74759 1.37526 0.0 0.1 -0.1 0.119
H -2.61486 -0.21837 0.74889 0.1 -0.1 0.0 0.119
H 1.29906 -0.15626 1.33734 -0.1 0.0 -0.1 0.150
H 1.39077 2.04009 0.14822 -0.1 -0.1 0.1 0.078
H -0.38955 2.12734 0.18309 0.1 -0.1 0.0 0.090
H 0.53472 2.18963 1.69748 0.0 -0.1 -0.1 0.080
```
Positions in Å, forces in eV/Å.

Values from the calculation:
* E_tot: -8430.9543 eV
* E_HOMO: -0.3262 Ha
* frontier orbital gap: 9.91 eV
* LUMO energy: 1.035 eV
* charge: 0
* SMILES: CC1=CCO[C@@H]1C
* energy above the lowest of the compared OMol25 structures with the same formula, charge and spin: 27.6 kJ/mol



[6]
Formula: C6H10O
Source: the OMol25 dataset
Level of theory: the ωB97M-V functional and the def2-TZVPD basis

The geometry in XYZ format:
```
17
Properties=species:S:1:pos:R:3:forces:R:3:lowdin_charge:R:1
C -2.05129 -0.59430 0.23989 0.0 0.1 0.0 -0.024
C -0.82898 -0.10299 -0.54155 0.0 -0.2 0.0 -0.355
O -0.56792 1.25134 -0.16958 -0.1 0.1 0.0 -0.116
C 0.79539 1.53717 -0.43383 0.2 0.1 0.0 -0.166
C 1.53373 0.23406 -0.19515 0.1 0.1 -0.1 -0.208
C 1.13558 -0.51720 1.04302 0.0 0.0 0.2 -0.061
C 0.47874 -0.82863 -0.26862 -0.1 -0.1 -0.1 -0.201
H -2.30460 0.15168 1.00392 0.1 -0.2 -0.2 0.085
H -1.84813 -1.54590 0.74123 0.0 0.1 -0.1 0.080
H -2.92267 -0.73116 -0.40708 0.1 0.1 0.1 0.072
H -1.01915 -0.14782 -1.62709 0.0 0.0 0.1 0.146
H 0.94405 1.86976 -1.47468 -0.1 -0.1 0.1 0.124
H 1.09107 2.34950 0.23763 0.0 -0.1 -0.1 0.126
H 2.52012 0.09734 -0.62730 -0.2 0.0 0.1 0.136
H 0.55250 0.00888 1.79567 0.1 -0.1 -0.1 0.117
H 1.83831 -1.24642 1.43546 -0.1 0.1 -0.1 0.103
H 0.65324 -1.78531 -0.75193 0.0 0.2 0.1 0.142
```
Positions in Å, forces in eV/Å.

Values from the calculation:
* E_tot: -8430.5849 eV
* E_HOMO: -0.3554 Ha
* frontier orbital gap: 10.84 eV
* LUMO energy: 1.168 eV
* charge: 0
* SMILES: C[C@H]1OC[C@H]2C[C@H]21
* energy above the lowest of the compared OMol25 structures with the same formula, charge and spin: 63.2 kJ/mol



[7]
Formula: C6H10O
Source: the OMol25 dataset
Level of theory: the ωB97M-V functional and the def2-TZVPD basis

The geometry in XYZ format:
```
17
Properties=species:S:1:pos:R:3:forces:R:3:lowdin_charge:R:1
C -1.30526 1.70316 -0.56919 0.1 -0.1 -0.1 -0.030
C -0.02362 1.19659 0.05525 -0.3 0.6 0.2 -0.346
O -0.14518 0.57152 1.35779 -0.7 0.8 0.2 -0.054
C 0.89910 -0.32285 1.04515 0.9 -0.6 -0.4 -0.291
C 0.31950 -1.71366 0.81643 -0.1 -0.2 0.1 -0.105
C 0.10507 -1.36532 -0.68633 -0.2 0.0 -0.1 -0.107
C 0.78678 0.02279 -0.47092 0.5 -0.4 -0.1 -0.160
H -2.06240 0.91578 -0.63194 0.1 0.1 0.0 0.078
H -1.74890 2.56339 -0.04563 0.3 -0.3 0.0 0.083
H -1.04055 2.03191 -1.58125 -0.2 0.0 0.1 0.085
H 0.68293 2.03456 0.17920 -0.2 0.0 -0.2 0.145
H 1.80581 -0.14304 1.63469 -0.2 -0.2 0.0 0.148
H -0.58728 -1.82668 1.41212 0.0 -0.2 -0.1 0.111
H 0.99553 -2.55526 0.99472 -0.1 0.2 -0.1 0.107
H 0.62810 -2.07303 -1.35201 0.0 0.6 0.2 0.106
H -0.93091 -1.31733 -1.03268 0.0 0.0 0.1 0.099
H 1.62130 0.27748 -1.12540 0.0 -0.1 0.1 0.133
```
Positions in Å, forces in eV/Å.

Values from the calculation:
* E_tot: -8429.7482 eV
* E_HOMO: -0.3450 Ha
* frontier orbital gap: 10.52 eV
* LUMO energy: 1.132 eV
* charge: 0
* energy above the lowest of the compared OMol25 structures with the same formula, charge and spin: 144.0 kJ/mol